Formula: C20H23N9O5PtS
Source: the Open Molecules 2025 dataset
Level of theory: ωB97M-V with the def2-TZVPD basis set

Structure (XYZ):
```
59
Properties=species:S:1:pos:R:3
Pt -0.48 -0.24 0.40
S 0.24 -0.76 -2.09
O -0.40 0.01 4.61
O -2.17 4.84 3.60
O -1.20 3.56 -1.30
O -0.05 -0.63 2.50
O -0.92 1.36 -1.02
N 1.57 1.51 -2.30
N -3.08 -3.66 0.23
N -2.25 -1.46 0.03
N 0.20 -2.32 0.67
N -3.65 0.20 -0.78
N -0.95 1.55 1.54
N 2.82 -0.51 -2.49
N -4.53 -1.88 -0.44
N -5.32 -3.99 -0.08
C -1.76 3.74 2.98
C -3.49 -1.06 -0.39
C -1.14 2.60 -0.59
C -1.30 2.67 0.90
C -2.12 -2.78 0.28
C -0.50 -4.57 0.97
C -1.71 3.79 1.57
C -0.46 0.21 3.43
C 2.05 3.84 -1.72
C -1.37 2.57 3.63
C -0.76 -3.25 0.65
C 1.73 0.21 -2.30
C 1.44 -2.64 1.05
C 5.11 -0.02 -1.64
C 0.79 -4.92 1.34
C 4.20 -0.11 -2.85
C 2.58 2.60 -2.41
C -0.97 1.50 2.87
C -4.30 -3.15 -0.09
C 1.77 -3.94 1.38
H -4.56 0.47 -1.13
H 3.50 2.28 -1.95
H -1.97 4.69 1.04
H 1.83 3.64 -0.67
H -5.17 -4.96 0.15
H 2.15 -1.83 1.11
H -2.86 0.79 -0.95
H -1.37 2.47 4.71
H 5.17 -0.97 -1.12
H 0.62 1.82 -2.14
H 2.76 2.79 -3.47
H 1.14 4.21 -2.20
H -2.16 4.73 4.56
H -1.31 -5.28 0.95
H -6.24 -3.66 -0.32
H 2.80 4.62 -1.76
H 6.11 0.26 -1.96
H 1.02 -5.94 1.60
H 4.75 0.73 -0.93
H 4.55 -0.88 -3.54
H 2.69 -1.51 -2.41
H 2.78 -4.17 1.69
H 4.16 0.81 -3.41
```

Summary:
Relative energy (zero: lowest compared OMol25 entry of this formula, charge and spin): 0.0 kcal per mole
LUMO energy (alpha / beta): -5.94 / -9.62 eV
Kohn-Sham gap (alpha / beta): 8.64 / 5.43 eV
Charge: +2
2S+1: 5

---

Formula: C20H23NO7
Source: the Open Molecules 2025 dataset
Level of theory: ωB97M-V with the def2-TZVPD basis set

Structure (XYZ):
```
51
Properties=species:S:1:pos:R:3
O 1.50 -1.80 -2.24
O 0.13 3.52 3.01
O 2.56 -0.81 -0.52
O 1.71 2.77 1.12
O -3.02 -0.27 -1.02
O -1.58 -3.54 -2.59
O -1.00 -0.07 -2.01
N -0.88 -2.27 1.53
C -0.68 3.99 4.06
C -2.95 -3.20 0.47
C -1.39 1.14 -0.02
C -0.44 2.75 2.05
C 1.27 -1.22 2.22
C -1.22 -2.51 -2.07
C -1.31 -1.18 -2.83
C 2.64 2.39 0.13
C 0.44 2.34 1.01
C 0.33 -1.74 1.20
C -2.23 1.54 1.00
C -1.76 2.34 2.03
C 0.43 -1.79 -0.18
C 1.60 -1.40 -0.96
C -0.05 1.55 -0.02
C 2.59 -1.46 -3.10
C -1.90 0.22 -1.05
C -0.78 -2.39 -0.68
C 2.54 -0.01 -3.54
C -1.56 -2.68 0.42
H -1.09 3.17 4.65
H -0.03 4.60 4.68
H -3.09 -3.96 -0.30
H -0.61 -1.17 -3.66
H 1.57 0.23 -3.98
H -2.34 -1.10 -3.21
H -2.44 2.64 2.81
H 1.33 -1.90 3.07
H 2.37 2.80 -0.85
H 2.48 -2.14 -3.95
H -3.26 1.21 0.99
H -1.50 4.62 3.68
H 2.25 -1.10 1.77
H -3.16 -3.62 1.45
H 2.73 1.30 0.06
H 3.31 0.18 -4.28
H -1.23 -2.34 2.47
H 3.53 -1.66 -2.58
H 3.59 2.81 0.44
H -3.65 -2.39 0.27
H 2.71 0.65 -2.69
H 0.94 -0.24 2.57
H 0.59 1.23 -0.82
```

Summary:
Relative energy (zero: lowest compared OMol25 entry of this formula, charge and spin): 0.0 kcal per mole
LUMO energy: 0.63 eV
Kohn-Sham gap: 8.84 eV

---

Formula: C20H24ClF2N4O3
Source: the Open Molecules 2025 dataset
Level of theory: ωB97M-V with the def2-TZVPD basis set

Structure (XYZ):
```
54
Properties=species:S:1:pos:R:3
Cl 2.66 5.71 -3.38
F 1.40 7.42 2.58
F 3.59 6.65 4.42
O 3.80 4.66 3.24
O 0.32 5.43 -4.58
O -0.18 6.75 4.09
N 1.57 5.18 3.85
N 1.12 3.87 -1.24
N -1.39 -4.26 -0.46
N 1.04 0.80 -0.39
C 1.19 3.42 0.12
C 1.40 4.18 2.73
C 1.20 4.78 -3.95
C 1.17 1.58 2.06
C 0.89 6.46 3.51
C -0.07 -5.38 1.21
C -2.13 -4.61 -1.73
C 1.30 2.67 3.14
C -0.22 -5.25 -0.28
C 0.97 3.20 -3.74
C 1.33 4.54 1.23
C -1.50 -5.40 1.70
C -0.82 -2.83 -0.49
C 1.13 1.92 0.51
C 3.04 5.48 3.83
C 1.02 1.30 -1.74
C -2.27 -4.47 0.78
C -1.85 -1.75 -0.87
C -1.85 -1.41 -2.35
C 1.04 2.80 -2.17
H -1.58 -5.09 2.75
H -3.22 -4.92 0.46
H -0.84 -1.18 -2.69
H -2.85 -2.01 -0.53
H 1.11 0.49 2.43
H 1.74 2.65 -4.38
H 1.40 5.64 0.88
H -2.47 -0.53 -2.53
H -1.91 -6.41 1.64
H -0.09 2.96 -4.13
H -0.44 -2.63 0.51
H -2.41 -5.66 -1.69
H 0.47 -4.52 1.63
H -1.47 -4.42 -2.58
H -1.57 -0.83 -0.34
H -0.52 -6.20 -0.73
H 0.48 -6.28 1.49
H 1.36 2.42 4.26
H -3.04 -4.00 -1.79
H -2.25 -2.22 -2.97
H -2.47 -3.50 1.24
H 0.67 -4.87 -0.79
H 0.98 0.51 -2.58
H 0.02 -2.82 -1.19
```

Summary:
LUMO energy: -3.48 eV
Kohn-Sham gap: 7.74 eV
Charge: +1

---

Formula: C20H24ClN5O6
Source: the Open Molecules 2025 dataset
Level of theory: ωB97M-V with the def2-TZVPD basis set

Structure (XYZ):
```
56
Properties=species:S:1:pos:R:3
Cl 0.43 -1.12 -7.73
O 0.69 2.58 -4.25
O -1.13 0.17 6.88
O 1.71 -1.81 1.83
O -1.59 -1.74 5.99
O 0.33 1.33 0.97
O 1.23 1.82 -2.32
N 1.00 1.65 -3.52
N -1.98 2.22 5.10
N 1.74 -0.71 -1.99
N -1.31 -0.55 5.91
N 0.04 -1.63 0.33
C 0.79 -0.98 -6.05
C 0.78 -2.50 -0.56
C 1.41 -0.79 -3.29
C 0.62 -1.35 1.53
C 1.40 -2.03 -3.98
C 1.07 0.35 -4.06
C -1.83 3.65 4.98
C -0.11 -0.43 2.45
C -1.42 -0.36 -1.21
C -0.18 0.96 2.17
C -1.11 0.00 4.61
C 1.11 -2.13 -5.31
C -1.32 -1.29 -0.01
C 2.04 -1.82 -1.12
C -1.29 1.37 4.31
C -3.04 1.78 5.98
C -0.55 -0.87 3.67
C -0.77 1.81 3.08
C 0.77 0.24 -5.43
C 0.34 2.70 0.63
H -0.82 0.53 -1.04
H 0.12 -2.82 -1.36
H -0.87 2.85 2.83
H -2.51 4.07 4.23
H -0.44 -1.91 3.94
H -1.78 -0.82 0.86
H 0.52 1.14 -5.97
H -2.06 4.10 5.95
H 1.12 -3.38 0.01
H 2.65 -2.56 -1.64
H -1.87 -2.22 -0.22
H 2.62 -1.43 -0.28
H -2.69 1.67 7.01
H -0.80 3.90 4.73
H -2.46 -0.05 -1.34
H -3.84 2.52 5.96
H 1.12 -3.09 -5.80
H 0.93 3.28 1.34
H -3.44 0.83 5.65
H -1.10 -0.85 -2.12
H 1.64 0.20 -1.57
H -0.67 3.11 0.57
H 0.81 2.75 -0.35
H 1.64 -2.93 -3.43
```

Summary:
LUMO energy: -0.82 eV
Kohn-Sham gap: 7.43 eV

---

no.,total energy (hartree)
1,-2161.9319
2,-1357.3850
3,-1880.6973
4,-1961.7595